No. 1
# C38H53N6O7S2Si

A structure of composition C38H53N6O7S2Si at a distorted geometry (ωB97M-V/def2-TZVPD, the Open Molecules 2025 dataset).

Each line ends with the Mulliken charge.
Element x y z (Å)
C (-6.534832, -3.085801, 2.490288)  -0.8844
C (7.929989, 2.460493, -3.223970)  -0.0300
O (0.034997, 3.141977, 0.780707)  -0.6817
N (-10.663460, -4.107587, -0.393107)  -0.2641
N (-3.074597, 2.081147, 4.285241)  -0.5775
H (10.252137, -0.072243, -4.824353)  0.3518
H (1.564464, -1.151928, 0.249055)  -0.7840
H (2.511677, 5.914028, 1.826350)  0.3975
C (1.110406, -3.026743, -2.199013)  -1.0536
H (1.850262, 8.100722, 0.824975)  0.3540
H (7.830735, -0.532229, -4.448803)  0.3659
H (-2.028997, 4.037309, 1.751797)  0.5096
H (-1.207390, -2.418612, 1.493653)  0.2345
C (9.615151, 0.672336, -4.366035)  -0.4729
H (11.162515, 2.142616, -4.121924)  0.3598
H (7.221693, 3.144965, -2.768602)  0.3187
H (4.236737, -1.295749, -2.094637)  0.6021
H (5.671130, -2.838333, -1.080257)  0.4322
H (3.587606, 1.248986, 0.693698)  -0.0042
C (-12.648115, -2.937594, -1.060234)  -0.6193
C (4.450424, 7.244747, -1.152264)  -0.5014
H (3.145965, 8.952449, -1.130017)  0.3575
H (-5.198327, 4.677988, 4.583815)  0.3498
H (3.475034, 2.914142, -0.001042)  0.2175
H (4.432847, -2.803045, 0.151971)  0.3809
H (0.955902, -2.044648, 1.682527)  0.4603
H (1.547568, 2.458965, -1.256486)  0.4964
H (-3.082981, -1.090878, -0.554027)  0.3039
C (3.308866, 1.834991, -0.183382)  0.3278
H (-4.603146, 2.479119, 5.593208)  0.3500
O (1.583360, 1.932080, 2.040138)  -0.8220
Si (0.379248, -3.239499, -0.455120)  0.7514
C (-11.309501, -2.983426, -0.702043)  -0.0977
H (5.038322, 7.575105, -1.998548)  0.3432
N (7.426779, 1.283986, -3.595300)  -0.3353
C (-7.255324, -3.696719, 0.299687)  -0.5114
C (-11.363082, -5.241507, -0.439615)  -0.1559
H (1.175000, -1.938230, -2.344160)  0.1774
O (-0.677130, 0.059452, -1.375129)  -0.6892
O (-2.192660, 1.483714, -0.259018)  -0.6771
H (-10.713667, -2.077931, -0.656992)  0.3850
H (-6.690857, -3.010023, 3.558121)  0.3621
N (-5.090063, -2.709476, 0.612669)  -0.1005
H (5.540894, 5.407678, -0.872725)  0.3824
H (5.621532, 0.581945, -0.051515)  0.3065
C (1.389162, -2.135833, 0.679273)  0.1599
C (4.730474, 6.040838, -0.524765)  -0.1462
H (-1.588572, 1.868726, 2.882673)  0.6664
H (3.598261, 1.120106, -2.239452)  0.4324
H (1.580343, -5.365773, -0.520232)  0.2879
H (-4.563880, -2.214498, 2.529596)  0.3452
H (2.346823, -2.657561, 0.833248)  0.1266
C (4.506183, -0.987812, 2.418476)  -0.0858
H (4.829131, 2.325519, -1.684504)  0.1021
O (-1.241572, -2.828721, -0.598461)  -0.5625
C (-7.505009, -3.621623, 1.659168)  -0.1138
N (4.051175, 5.573219, 0.522117)  -0.3887
H (-13.121536, -1.994852, -1.298613)  0.3597
H (9.610688, 3.791105, -3.072019)  0.3520
H (3.983013, -1.480044, 3.238106)  0.3703
C (2.678895, 7.537675, 0.417542)  -0.4891
H (-10.811057, -6.139181, -0.181226)  0.3651
C (-6.036426, -3.229990, -0.169226)  -0.3165
H (-0.131686, -5.724748, -0.225184)  0.3146
C (4.221438, 1.458029, -1.400012)  -0.8093
C (0.686776, -5.045524, 0.037662)  -1.2422
C (3.399780, 8.006292, -0.667140)  -0.1381
C (9.258886, 2.819285, -3.391274)  -0.5665
C (5.581495, -1.944666, 1.914887)  0.6007
S (-1.311875, 0.342155, -0.096210)  1.1478
H (-5.794198, -3.270726, -1.226212)  0.4073
C (-2.627735, 3.734912, 2.600184)  -0.1274
N (-0.300240, 0.618609, 1.155395)  -0.2768
C (8.268766, 0.416262, -4.155697)  -0.1616
H (2.083523, -3.513698, -2.310349)  0.3446
H (0.364383, -3.376529, -2.925185)  0.3641
H (3.784460, -0.740086, 1.636475)  -0.3325
O (6.154232, -1.767428, 0.670644)  -0.3956
H (-13.220250, -6.256709, -0.811065)  0.3575
H (-14.403212, -4.134344, -1.380270)  0.3573
C (-3.652441, 4.527742, 3.084407)  -0.5756
C (-2.379929, 2.524663, 3.232046)  -0.3397
C (1.809453, 1.666950, -0.546203)  -1.2311
H (-7.989526, -4.107386, -0.379869)  0.3931
C (3.045350, 6.320866, 0.974358)  -0.1777
C (-13.355952, -4.126921, -1.103927)  -0.1399
H (3.518682, -0.858628, -0.546913)  -1.3081
C (-12.703083, -5.306961, -0.788280)  -0.5559
H (-3.159915, -0.652446, 1.137990)  0.2544
H (-2.697247, -3.046273, 0.800529)  0.2743
S (0.708710, 1.868297, 0.885641)  1.2240
C (-2.478835, -0.985208, 0.352032)  -0.8770
H (0.960547, -5.145346, 1.097306)  0.3270
H (-8.444922, -3.976510, 2.064712)  0.4025
H (1.688543, 0.722772, -1.086853)  0.3108
C (4.474163, -1.021676, -1.059923)  1.1075
C (-5.351315, -2.644782, 1.918058)  0.0163
C (5.225383, 0.318695, -1.036562)  -0.2863
C (5.202129, -2.186156, -0.333931)  -1.0807
H (-3.878649, 5.479473, 2.617484)  0.3661
C (-1.853401, -2.368288, 0.606578)  -0.0737
H (4.951885, -0.054279, 2.780523)  0.3045
C (-4.057682, 2.863901, 4.736137)  -0.3451
C (-4.387734, 4.086434, 4.176548)  -0.2487
H (6.006998, 0.286892, -1.817057)  0.0673
O (5.904428, -2.839149, 2.581725)  -0.5524
C (10.116617, 1.902178, -3.974504)  -0.1811

Force components x, y, z for each atom (eV/Å):
-0.02 -0.01 -0.04
-0.21 -0.03 0.04
-0.58 0.12 -1.33
-0.23 -0.05 -0.05
-0.11 0.24 -0.09
-0.03 -0.01 0.01
-0.15 -0.01 0.16
-0.07 0.01 -0.05
-0.88 0.40 0.59
-0.01 -0.04 0.01
0.06 -0.02 -0.01
0.07 -0.18 -0.01
0.10 0.32 -0.29
-0.01 0.02 0.01
-0.01 0.00 0.01
0.05 0.03 0.01
0.09 -0.05 0.18
0.47 0.22 0.42
-0.17 0.21 0.00
-0.01 -0.04 0.00
0.00 -0.01 0.00
0.00 -0.02 0.00
0.00 -0.03 0.02
-0.02 -0.66 0.49
0.21 -0.04 -0.11
0.07 0.29 -0.22
-0.23 -0.16 0.19
0.21 0.24 0.03
-0.15 0.75 -0.91
-0.05 0.06 0.00
0.64 -1.15 0.12
0.53 0.15 -1.20
0.21 0.03 0.06
0.00 -0.03 0.00
0.29 0.07 -0.13
0.06 -0.03 -0.08
0.17 0.02 0.05
0.21 -0.24 -0.08
0.72 -1.18 0.53
-0.69 -0.03 0.39
-0.05 0.02 -0.01
0.03 0.02 -0.01
-0.38 -0.13 0.09
0.01 0.05 -0.05
0.25 -0.40 -0.19
-0.12 -0.71 0.39
0.00 -0.14 0.09
-0.03 0.13 -0.09
0.25 0.31 -0.06
-0.22 0.04 0.05
-0.04 -0.01 0.06
-0.08 0.11 -0.17
0.10 0.11 -0.64
-0.34 -0.05 -0.23
1.11 -0.22 0.88
-0.09 -0.03 0.08
0.04 0.23 -0.14
0.03 0.01 0.00
-0.03 -0.01 0.01
0.12 0.10 -0.08
0.07 0.01 -0.04
-0.06 -0.03 -0.02
0.17 0.07 -0.01
0.11 0.11 0.16
0.30 -0.53 0.68
0.19 0.15 0.12
-0.04 0.10 -0.03
0.00 -0.03 -0.01
-1.26 2.30 -0.98
-1.07 2.28 -0.38
-0.05 -0.02 0.00
-0.08 0.21 -0.06
0.18 -0.63 -1.73
-0.19 -0.03 0.03
-0.17 0.08 -0.14
0.39 -0.17 -0.02
0.10 0.09 0.12
-0.68 0.00 -0.31
0.03 0.00 0.01
0.02 0.00 0.00
0.00 0.01 0.00
0.13 -0.39 0.17
0.66 -0.18 -0.47
-0.03 0.04 0.03
-0.01 -0.23 0.17
-0.10 0.00 -0.03
0.05 -0.09 -0.18
0.00 0.03 0.00
0.45 0.14 0.10
0.18 0.17 0.09
0.10 0.76 2.25
1.18 -0.69 -0.03
-0.34 -0.07 -0.14
-0.01 0.01 -0.04
-0.46 0.02 0.41
0.28 0.28 1.10
0.17 0.07 -0.09
-0.79 0.34 -1.07
-0.80 0.21 -0.69
0.00 -0.01 0.00
-1.32 -0.02 -0.15
-0.03 -0.15 -0.16
0.07 -0.14 0.02
-0.01 0.01 0.01
-0.03 0.14 0.65
1.47 -2.83 1.97
0.11 0.03 -0.02

Values from the calculation:
Total charge = -1

---

No. 2
# C26H25N5O8P2PbS

A structure of composition C26H25N5O8P2PbS at a distorted geometry (ωB97M-V/def2-TZVPD, the Open Molecules 2025 dataset).

Each line ends with the Mulliken charge.
Element x y z (Å)
N (-0.025415, 3.074350, 1.168506)  -1.1412
C (4.334834, -2.903923, 3.310689)  -0.5396
H (1.344086, 1.482752, 5.914088)  0.3951
C (-1.749979, 3.266583, -3.395071)  -0.6008
H (1.209554, 3.927019, 5.429575)  0.3432
C (3.679296, -2.524156, 0.620347)  0.3546
C (2.507521, 0.539445, -5.298547)  -0.5970
H (-2.262005, 3.508021, -4.319744)  0.3490
H (-4.285772, -3.484257, 1.455822)  0.4030
C (-0.510871, 2.625801, -0.974314)  -0.1525
C (-0.179488, 1.861729, -2.162321)  0.6022
H (4.586759, -3.041636, 4.357262)  0.3372
H (-3.114550, 1.391374, -0.464012)  0.3928
C (0.412730, 2.646757, 2.399815)  0.3168
N (-5.368167, -1.064047, 0.811199)  -0.9721
H (3.962677, -4.624567, 0.427991)  0.3794
C (1.583945, -1.590184, -4.706218)  -0.5767
O (-4.310914, -1.047689, 3.284787)  -0.6573
C (1.931152, 1.098762, -4.169767)  0.1816
C (1.003562, 3.200546, 4.651995)  -0.2772
N (0.683143, 0.874429, -2.102085)  -0.1401
C (2.351165, -0.813445, -5.562720)  -0.4153
C (3.704753, -1.422557, 1.489460)  0.4292
H (0.370545, -1.621269, -2.926564)  0.4062
H (0.873125, -0.121042, 4.049967)  0.5072
N (0.514409, 1.343644, 2.668562)  0.1821
C (0.836278, 0.951573, 3.892715)  -0.5115
O (-3.805545, 0.788992, -0.776256)  -0.7655
H (2.831851, -1.258137, -6.426255)  0.3352
C (-3.815212, -2.993053, 0.600013)  -1.9779
H (4.518405, -4.991973, 2.812052)  0.3498
O (-3.727373, -1.424510, -2.004548)  -0.8671
C (-1.436462, 3.702016, -1.054853)  -0.2346
C (4.047209, -1.637110, 2.830756)  -0.7286
H (-2.754321, -3.242709, 0.584930)  0.3830
H (-1.928530, 0.772325, 1.946249)  0.1775
C (-2.036196, 4.028467, -2.229295)  -0.6967
C (3.284038, -2.443828, -0.852776)  0.2454
C (0.988320, -1.035499, -3.587422)  -0.1592
H (-2.754164, 4.837294, -2.280563)  0.3453
S (3.392073, 0.246921, 0.991246)  -0.4760
P (-3.158739, -0.730316, -0.825356)  0.3835
O (4.078753, -2.894360, -1.683488)  -0.7209
C (1.090718, 1.836874, 4.924302)  -0.7643
O (2.118420, -1.986131, -1.082846)  -0.6298
H (-5.143030, -1.024042, 2.769776)  0.4078
C (3.979244, -3.788559, 1.117588)  -0.5668
H (-5.381779, -0.055325, 0.666074)  0.2993
Pb (0.887340, -0.217522, 0.148474)  1.3361
C (4.300726, -3.992995, 2.450642)  -0.4780
C (0.652581, 3.616501, 3.388042)  -0.6732
P (-3.097827, -0.953262, 2.226028)  1.0471
O (-2.876651, 0.630126, 2.125831)  -0.5870
H (-4.267002, -3.344267, -0.329446)  0.4106
H (4.072470, -0.778910, 3.491455)  0.3819
H (1.455847, -2.647026, -4.903312)  0.3300
H (0.569684, 4.661704, 3.123584)  0.4535
C (-0.864188, 2.239224, -3.371991)  -0.4449
H (2.073667, 2.148565, -3.939841)  0.4068
H (-5.849166, -1.444782, 0.000117)  0.3292
O (-1.915790, -1.690965, 2.681849)  -0.7397
N (0.092746, 2.266565, 0.167113)  0.9529
H (3.085819, 1.164274, -5.970770)  0.3302
C (1.182920, 0.312826, -3.287080)  -0.4217
H (-0.680639, 1.649567, -4.258846)  0.4231
C (-3.951423, -1.478980, 0.693109)  1.2301
H (-1.660041, 4.233866, -0.139373)  0.4098
O (-1.681129, -0.615861, -0.586329)  -0.0347

Force components x, y, z for each atom (eV/Å):
-0.36 0.22 -1.06
0.06 0.01 0.07
0.01 -0.06 -0.02
0.23 -0.12 -0.06
-0.02 0.01 -0.01
-0.10 -0.03 -0.03
-0.02 0.07 -0.02
-0.02 -0.04 -0.01
0.02 -0.02 0.00
-0.29 0.04 -0.68
0.13 -0.25 0.27
-0.01 0.01 0.00
-0.14 -0.04 -0.05
0.25 -0.51 0.48
-0.03 0.07 -0.03
0.01 0.03 -0.03
-0.03 -0.05 -0.06
0.06 0.16 -0.14
0.07 -0.07 0.12
0.03 -0.08 -0.01
0.10 0.18 0.24
0.00 -0.02 -0.06
-0.03 0.16 0.00
0.05 -0.14 0.07
0.03 -0.01 -0.01
-0.31 -0.01 -0.32
0.03 -0.05 0.12
0.29 -0.11 0.06
-0.02 -0.01 0.00
-0.05 -0.04 0.01
0.00 0.01 0.01
-0.22 -0.12 0.04
-0.01 0.07 0.00
-0.03 -0.13 0.00
-0.04 -0.11 0.01
-0.11 0.14 0.01
-0.11 0.13 0.12
0.06 0.01 0.02
-0.05 0.26 0.09
-0.02 -0.02 0.04
0.39 0.33 -0.09
0.05 0.25 -0.20
-0.08 0.00 0.12
0.04 0.11 0.08
-0.07 0.19 0.08
0.05 -0.13 -0.04
0.08 -0.06 0.03
-0.05 -0.03 -0.10
-0.02 -1.03 -0.20
-0.03 -0.03 -0.05
0.03 0.02 -0.19
-0.65 -0.21 0.58
0.46 0.03 -0.08
-0.02 0.03 0.01
0.00 0.00 0.01
0.00 -0.01 0.01
-0.04 0.00 0.01
-0.23 0.18 -0.18
0.01 -0.01 0.01
-0.04 -0.05 0.04
0.17 -0.03 -0.21
0.31 0.69 1.50
0.03 -0.02 0.03
0.04 -0.09 -0.32
-0.02 0.02 0.00
0.61 0.24 -0.13
0.02 0.00 -0.03
-0.44 0.07 0.13

Values from the calculation:
Relative energy (zero: lowest compared OMol25 entry of this formula, charge and spin) = 0.828 eV
Total charge = -2

---

no.,LUMO (eV),HOMO-LUMO gap (eV),HOMO (eV)
1,1.88,7.35,-5.47
2,3.66,5.70,-2.04